Entry from OMol25: a structure of composition C31H33BClIrN7O3S4 (ωB97M-V/def2-TZVPD).

Last column: Löwdin spin population.
Element x y z (Å)
H: 3.81 2.78 -3.54  0.000
H: 4.66 0.16 -3.79  0.000
C: 4.31 -6.38 0.50  0.000
H: -0.53 -6.42 0.04  0.000
H: 5.04 -3.22 1.09  -0.001
N: -1.02 -0.42 2.59  -0.002
N: 2.60 -0.22 -3.29  0.000
H: -1.50 4.04 -3.58  0.000
H: -3.06 4.39 -1.34  0.000
H: -0.03 -5.16 -1.70  0.000
H: 3.11 -3.15 2.63  0.002
H: 2.22 -2.05 -2.34  0.000
H: -3.92 2.48 2.20  0.000
C: 3.70 0.58 -3.55  0.000
H: -1.41 2.66 1.53  0.003
C: 3.32 -0.64 -0.23  0.008
S: -3.54 0.24 3.01  0.026
C: -4.68 -3.48 -0.73  0.000
H: -0.25 -6.14 1.75  0.000
C: -1.75 3.54 0.99  0.002
H: -2.87 -2.24 1.84  0.000
H: -4.97 -2.52 -2.62  0.000
N: 1.93 1.84 -3.12  0.000
C: -2.08 3.97 -1.46  0.000
C: 2.31 -5.32 -0.38  0.000
C: -3.75 -1.35 -1.31  0.001
H: 0.62 3.29 -4.26  0.000
C: -1.31 3.79 -2.55  0.000
H: 0.85 -1.98 3.27  0.013
Cl: 4.27 -8.11 2.59  0.000
H: 3.36 0.14 -0.98  -0.001
C: 3.28 1.85 -3.42  0.000
C: 1.52 -5.96 0.58  0.000
S: -2.21 0.20 0.26  0.015
O: 0.62 -2.20 -0.59  0.002
C: -4.51 -2.46 -1.64  0.001
C: 0.57 -4.26 -1.75  0.000
H: 5.38 -6.55 0.46  0.000
C: -3.75 2.02 3.17  0.014
N: 0.02 -0.67 1.83  0.108
H: -0.32 -4.78 0.64  0.000
H: -3.60 -0.55 -2.03  0.000
S: -0.03 -0.01 -2.57  0.000
H: -4.64 2.16 3.78  0.001
C: -0.19 2.96 -0.86  0.000
H: 1.58 -7.32 2.22  0.000
N: 2.22 -0.65 0.53  0.118
B: 1.09 3.16 -3.16  0.000
H: 5.22 -1.47 -0.71  0.005
C: -2.07 0.09 2.04  0.165
Ir: 0.30 -0.17 -0.14  0.017
H: 1.95 -2.05 -4.09  0.000
O: 1.92 -4.47 -1.37  0.000
C: 0.99 -1.45 2.34  0.250
C: 4.36 -1.52 -0.07  0.087
C: 3.19 -2.46 1.80  0.060
C: 0.03 -5.81 0.75  0.000
C: 4.26 -2.48 0.96  0.024
H: 0.63 -3.94 -2.80  0.000
H: 3.61 -2.03 -3.45  0.000
H: -2.89 2.47 3.67  0.000
O: -1.36 -3.22 -0.93  0.001
S: 0.97 2.13 0.13  0.003
C: -4.09 -3.39 0.52  0.000
H: -1.31 4.43 1.46  0.000
C: 2.17 -6.82 1.47  0.000
N: -0.13 3.19 -2.17  0.000
N: -1.36 3.46 -0.40  0.000
C: -3.33 -2.29 0.87  0.001
C: 2.59 -1.68 -3.29  0.001
C: 2.15 -1.53 1.58  0.061
C: 3.69 -5.53 -0.39  0.001
H: -4.20 -4.20 1.24  0.000
C: -3.16 -1.27 -0.06  0.011
C: -0.15 -3.13 -1.01  0.000
H: 1.86 4.05 -2.86  0.000
C: 1.55 0.57 -3.00  0.000
H: -5.27 -4.35 -0.99  0.000
H: 4.27 -5.00 -1.14  0.000
C: 3.53 -7.03 1.44  0.000
H: -2.83 3.61 1.04  0.000

multiplicity	2
highest occupied orbital energy (spin up / spin down)	-6.3609 / -7.8072	eV
⟨S²⟩	0.78
energy above the lowest of the compared OMol25 structures with the same formula, charge and spin	0.0	kJ/mol
gap between HOMO and LUMO (spin up / spin down)	6.288 / 6.942	eV
strongest force on any atom	1.9	eV Å⁻¹


Entry from OMol25: an isolated molecule of C5H6OS2 (ωB97M-V/def2-TZVPD).

Last column: natural (NBO) charge in e.
Element x y z (Å)
H: 0.10 1.17 -1.67  0.260
S: 1.33 -1.76 0.11  0.346
H: -0.99 -1.85 0.55  0.228
H: -0.05 2.46 0.78  0.194
C: -0.38 0.22 0.27  0.207
S: 2.25 -0.66 -2.54  -0.009
C: -0.22 -1.18 0.85  -0.544
C: -0.07 0.18 -1.21  -0.522
C: 1.14 -0.71 -1.30  -0.247
H: -0.09 1.27 2.18  0.179
O: -1.59 0.93 0.61  -0.484
H: -0.13 -1.18 1.91  0.236
H: -0.93 -0.33 -1.66  0.251
C: -0.36 1.44 1.12  -0.097

highest occupied orbital energy	-8.6832	eV
energy above the lowest of the compared OMol25 structures with the same formula, charge and spin	124.5	kJ/mol
gap between HOMO and LUMO	8.402	eV
strongest force on any atom	2.5	eV Å⁻¹